Record 1
Molecular formula: C60H150N10O20
Method: DFT, ωB97M-V/def2-TZVPD

Geometry (Å):
C1 3.038 -2.421 1.815
O1 1.925 -2.808 1.134
C2 2.172 -3.751 0.062
C3 0.939 -4.018 -0.797
N1 -0.237 -4.179 0.061
C4 -1.488 -4.480 -0.665
C5 -2.721 -4.345 0.302
O2 -2.944 -2.933 0.441
C6 -4.034 -2.719 1.275
H1 3.548 -1.669 1.213
H2 3.749 -3.236 1.951
H3 2.866 -2.042 2.822
H4 2.465 -4.670 0.571
H5 2.994 -3.486 -0.603
H6 1.168 -4.928 -1.352
H7 0.825 -3.291 -1.601
H8 -0.351 -3.348 0.624
H9 -1.513 -5.431 -1.199
H10 -1.589 -3.671 -1.389
H11 -2.449 -4.761 1.272
H12 -3.593 -4.931 0.012
H13 -4.436 -1.749 0.983
H14 -3.691 -2.519 2.291
H15 -4.849 -3.407 1.049
C7 -0.460 1.464 -5.547
O3 0.548 2.215 -4.955
C8 0.084 3.541 -4.603
C9 -1.022 3.613 -3.487
N2 -0.443 3.002 -2.273
C10 -1.351 2.525 -1.231
C11 -2.101 3.605 -0.541
O4 -3.034 2.993 0.396
C12 -3.759 3.978 1.142
H16 0.197 0.749 -6.042
H17 -1.042 1.992 -6.302
H18 -1.145 0.973 -4.856
H19 -0.283 4.011 -5.516
H20 0.858 4.212 -4.233
H21 -1.990 3.212 -3.786
H22 -1.327 4.641 -3.294
H23 0.250 2.288 -2.444
H24 -0.932 1.815 -0.518
H25 -2.162 2.014 -1.750
H26 -2.622 4.271 -1.229
H27 -1.364 4.120 0.075
H28 -4.378 4.620 0.516
H29 -3.102 4.639 1.707
H30 -4.271 3.513 1.985
C13 -1.399 -0.133 -3.104
O5 -0.739 -0.405 -1.865
C14 -1.333 -1.358 -1.004
C15 -0.361 -1.546 0.102
N3 -0.024 -0.278 0.791
C16 1.302 -0.270 1.499
C17 1.736 1.182 1.651
O6 0.772 1.880 2.406
C18 1.241 3.174 2.861
H31 -2.433 0.131 -2.883
H32 -1.348 -0.983 -3.784
H33 -0.951 0.803 -3.439
H34 -1.578 -2.242 -1.592
H35 -2.265 -0.968 -0.594
H36 0.478 -2.023 -0.404
H37 -0.827 -2.273 0.767
H38 -0.211 0.513 0.191
H39 2.070 -0.630 0.814
H40 1.247 -0.852 2.418
H41 1.804 1.690 0.689
H42 2.766 1.200 2.008
H43 1.919 3.725 2.210
H44 1.761 2.945 3.791
H45 0.467 3.839 3.242
C19 5.336 -4.091 1.620
O7 4.922 -2.900 2.267
C20 6.008 -2.080 2.526
C21 5.541 -0.688 2.915
N4 5.381 0.323 1.810
C22 4.595 -0.163 0.684
C23 4.502 0.821 -0.486
O8 3.386 1.730 -0.418
C24 3.622 2.793 0.482
H46 5.829 -4.814 2.271
H47 5.994 -3.793 0.804
H48 4.493 -4.640 1.200
H49 6.693 -1.981 1.684
H50 6.534 -2.542 3.361
H51 6.287 -0.335 3.628
H52 4.646 -0.661 3.535
H53 6.268 0.685 1.491
H54 3.582 -0.454 0.960
H55 5.079 -1.095 0.394
H56 4.237 0.262 -1.383
H57 5.484 1.220 -0.742
H58 3.572 2.615 1.556
H59 2.918 3.581 0.214
H60 4.596 3.258 0.331
C25 5.309 2.519 -3.069
O9 4.273 1.628 -3.382
C26 3.475 1.961 -4.481
C27 2.202 1.044 -4.534
N5 2.607 -0.328 -4.851
C28 1.585 -1.381 -4.587
C29 1.108 -1.365 -3.064
O10 2.216 -1.363 -2.153
C30 1.837 -1.388 -0.755
H61 4.957 3.546 -2.962
H62 5.968 2.554 -3.936
H63 5.787 2.239 -2.130
H64 4.034 1.830 -5.408
H65 3.165 3.002 -4.384
H66 1.540 1.311 -5.358
H67 1.710 1.149 -3.567
H68 3.259 -0.385 -4.082
H69 1.966 -2.323 -4.981
H70 0.726 -1.153 -5.218
H71 0.420 -2.207 -2.986
H72 0.550 -0.454 -2.851
H73 1.011 -0.698 -0.585
H74 2.683 -0.934 -0.239
H75 1.557 -2.403 -0.471
C31 -3.232 -3.298 -2.985
O11 -2.537 -4.450 -2.609
C32 -2.465 -5.564 -3.543
C33 -1.596 -6.613 -2.818
N6 -0.280 -6.021 -2.426
C34 0.624 -6.051 -3.621
C35 1.978 -5.508 -3.201
O12 1.974 -4.064 -3.227
C36 3.153 -3.546 -2.605
H76 -3.031 -2.560 -2.208
H77 -4.303 -3.493 -3.039
H78 -2.908 -2.890 -3.942
H79 -2.020 -5.227 -4.479
H80 -3.470 -5.796 -3.896
H81 -1.507 -7.522 -3.412
H82 -2.216 -6.894 -1.967
H83 -0.581 -5.062 -2.322
H84 0.319 -5.537 -4.532
H85 0.755 -7.055 -4.027
H86 2.692 -5.952 -3.895
H87 2.310 -5.917 -2.247
H88 3.222 -2.469 -2.758
H89 4.054 -4.019 -2.998
H90 3.120 -3.722 -1.530
C37 -4.327 1.272 -0.460
O13 -3.834 0.564 0.659
C38 -2.885 1.291 1.384
C39 -2.324 0.579 2.583
N7 -1.609 -0.689 2.303
C40 -1.160 -1.356 3.525
C41 -0.508 -2.696 3.114
O14 -0.181 -3.396 4.268
C42 0.209 -4.674 3.961
H91 -5.018 0.691 -1.072
H92 -3.560 1.422 -1.220
H93 -4.769 2.222 -0.160
H94 -3.423 2.162 1.759
H95 -2.192 1.778 0.698
H96 -3.117 0.337 3.291
H97 -1.567 1.206 3.051
H98 -0.781 -0.377 1.816
H99 -2.102 -1.491 4.056
H100 -0.465 -0.745 4.100
H101 0.453 -2.643 2.602
H102 -1.259 -3.257 2.557
H103 -0.452 -5.227 3.293
H104 0.242 -5.278 4.868
H105 1.193 -4.560 3.507
C43 -3.050 1.036 -3.492
O15 -2.988 2.449 -3.564
C44 -4.178 3.142 -3.937
C45 -5.440 2.897 -2.988
N8 -6.177 1.660 -3.207
C46 -7.073 1.431 -2.125
C47 -8.073 0.253 -2.417
O16 -8.902 0.467 -3.573
C48 -9.887 -0.586 -3.774
H106 -2.051 0.618 -3.616
H107 -3.694 0.784 -4.334
H108 -3.436 0.710 -2.525
H109 -4.362 2.951 -4.994
H110 -3.984 4.212 -3.856
H111 -6.088 3.763 -3.123
H112 -5.015 2.978 -1.987
H113 -6.798 1.655 -4.004
H114 -7.740 2.274 -1.941
H115 -6.478 1.217 -1.237
H116 -8.715 0.233 -1.536
H117 -7.477 -0.659 -2.444
H118 -10.534 -0.482 -4.645
H119 -10.572 -0.654 -2.929
H120 -9.373 -1.543 -3.865
C49 -0.595 6.698 4.535
O17 -0.262 5.974 3.365
C50 0.675 6.618 2.521
C51 1.191 5.664 1.440
N9 0.053 5.344 0.561
C52 0.445 4.970 -0.805
C53 1.368 3.725 -0.854
O18 1.548 3.309 -2.197
C54 2.320 2.133 -2.444
H121 -1.341 6.257 5.197
H122 -1.044 7.653 4.261
H123 0.288 6.904 5.139
H124 1.591 6.878 3.052
H125 0.295 7.519 2.041
H126 1.615 4.792 1.937
H127 1.993 6.212 0.946
H128 -0.441 4.558 0.959
H129 0.850 5.829 -1.341
H130 -0.465 4.743 -1.360
H131 0.960 2.913 -0.252
H132 2.313 4.002 -0.387
H133 3.390 2.295 -2.309
H134 2.067 1.804 -3.452
H135 2.190 1.289 -1.767
C55 3.588 1.478 9.513
O19 2.387 0.862 9.028
C56 2.602 -0.521 8.771
C57 1.247 -1.192 8.316
N10 0.816 -0.982 6.922
C58 0.150 0.304 6.761
C59 -0.157 0.584 5.291
O20 1.049 0.859 4.525
C60 1.117 0.243 3.239
H136 3.404 2.416 10.038
H137 4.373 1.548 8.760
H138 4.013 0.803 10.255
H139 2.891 -0.994 9.709
H140 3.373 -0.725 8.028
H141 0.466 -0.928 9.029
H142 1.270 -2.280 8.382
H143 1.604 -1.132 6.308
H144 0.822 1.090 7.106
H145 -0.806 0.340 7.282
H146 -0.653 1.554 5.326
H147 -0.846 -0.155 4.885
H148 2.023 0.424 2.662
H149 0.289 0.641 2.652
H150 0.948 -0.819 3.415

Output
ΔE to the lowest compared entry with this formula, charge and spin, eV: 69.742
Largest force on an atom, eV/Å: 13.64

Atom charges from the Mulliken analysis, given in e for atoms 1 to 99:
1. C 0.517
2. O 1.167
3. C -2.121
4. C -1.166
5. N 0.660
6. C -0.670
7. C -2.476
8. O 0.533
9. C -0.555
10. H -0.343
11. H 0.654
12. H -0.037
13. H 0.720
14. H 0.353
15. H 0.569
16. H 0.458
17. H 0.256
18. H 2.575
19. H -0.119
20. H 0.392
21. H 0.591
22. H -0.058
23. H 0.027
24. H 0.460
25. C -0.443
26. O -0.079
27. C -1.756
28. C 0.152
29. N 1.697
30. C 0.939
31. C -0.571
32. O 0.288
33. C -0.962
34. H 0.444
35. H 0.412
36. H 0.575
37. H 0.664
38. H 0.275
39. H -0.313
40. H 0.676
41. H -0.662
42. H -1.126
43. H -0.804
44. H 0.496
45. H -1.481
46. H 0.271
47. H 0.090
48. H 0.333
49. C 0.352
50. O 2.019
51. C 0.648
52. C -0.154
53. N 1.447
54. C 1.083
55. C -0.558
56. O -0.384
57. C -0.801
58. H 0.854
59. H -0.640
60. H 0.016
61. H -1.600
62. H -0.095
63. H 0.748
64. H -0.628
65. H -0.992
66. H -2.477
67. H -0.435
68. H 0.101
69. H 1.180
70. H 0.393
71. H 0.330
72. H 0.224
73. C -0.762
74. O -0.205
75. C -0.508
76. C -0.902
77. N -0.308
78. C -0.515
79. C -1.776
80. O 1.155
81. C -1.174
82. H 0.355
83. H 0.347
84. H 0.166
85. H 0.375
86. H 0.452
87. H 0.619
88. H 0.102
89. H 0.424
90. H -0.862
91. H 1.379
92. H 0.172
93. H 0.610
94. H 0.081
95. H -0.096
96. H 0.558
97. C -0.867
98. O -0.359
99. C -1.553



Record 2
Molecular formula: C60H151N9O20
Method: DFT, ωB97M-V/def2-TZVPD

Geometry (Å):
C1 0.091 1.180 4.129
O1 -1.182 1.038 4.659
C2 -1.676 -0.282 4.903
C3 -3.184 -0.234 5.097
N1 -3.828 0.074 3.845
C4 -5.251 -0.329 3.897
C5 -5.990 0.096 2.647
O2 -6.417 1.462 2.688
C6 -6.886 1.956 1.439
H1 0.610 2.057 4.515
H2 0.133 1.349 3.053
H3 0.767 0.333 4.248
H4 -1.173 -0.612 5.812
H5 -1.477 -0.938 4.055
H6 -3.539 0.531 5.788
H7 -3.409 -1.227 5.486
H8 -3.761 1.074 3.721
H9 -5.755 0.155 4.734
H10 -5.256 -1.413 4.012
H11 -6.916 -0.475 2.577
H12 -5.424 -0.110 1.738
H13 -7.664 1.298 1.052
H14 -6.130 1.927 0.655
H15 -7.183 2.999 1.551
C7 -0.947 5.282 -6.001
O3 -1.030 4.102 -5.121
C8 -2.345 3.881 -4.694
C9 -2.533 2.583 -3.857
N2 -2.578 1.378 -4.748
C10 -2.747 0.183 -3.906
C11 -2.791 -1.119 -4.698
O4 -1.633 -1.555 -5.358
C12 -0.547 -1.792 -4.580
H16 -1.211 6.140 -5.382
H17 -1.750 5.264 -6.738
H18 -0.036 5.507 -6.555
H19 -2.954 3.877 -5.599
H20 -2.665 4.734 -4.095
H21 -3.466 2.609 -3.293
H22 -1.705 2.512 -3.152
H23 -1.700 1.260 -5.233
H24 -3.693 0.281 -3.372
H25 -1.937 0.015 -3.196
H26 -3.653 -1.060 -5.363
H27 -3.107 -1.884 -3.989
H28 -0.138 -0.893 -4.118
H29 0.149 -2.374 -5.184
H30 -0.818 -2.517 -3.813
C13 0.562 -3.666 4.902
O5 1.087 -3.978 3.635
C14 0.582 -3.173 2.581
C15 1.063 -3.933 1.359
N3 0.182 -5.025 0.911
C16 0.243 -6.222 1.723
C17 -0.954 -7.155 1.404
O6 -0.939 -7.815 0.101
C18 -0.243 -9.054 0.084
H31 -0.500 -3.426 4.960
H32 1.046 -2.751 5.243
H33 0.880 -4.484 5.549
H34 1.064 -2.196 2.601
H35 -0.496 -3.038 2.667
H36 2.069 -4.335 1.484
H37 1.108 -3.237 0.521
H38 0.437 -5.284 -0.031
H39 0.343 -5.991 2.784
H40 1.138 -6.787 1.462
H41 -1.880 -6.593 1.286
H42 -1.201 -7.846 2.210
H43 -0.640 -9.762 0.813
H44 0.841 -8.948 0.136
H45 -0.376 -9.357 -0.954
C19 4.882 1.295 -3.805
O7 3.711 1.201 -4.620
C20 3.713 0.191 -5.605
C21 2.332 0.082 -6.277
N4 2.347 -0.900 -7.394
C22 1.050 -0.967 -8.067
C23 1.123 -1.824 -9.395
O8 1.750 -1.072 -10.386
C24 1.474 -1.430 -11.728
H46 4.818 2.090 -3.062
H47 5.769 1.473 -4.412
H48 5.010 0.369 -3.244
H49 3.881 -0.756 -5.091
H50 4.395 0.423 -6.423
H51 2.190 1.096 -6.649
H52 1.470 -0.054 -5.624
H53 2.997 -0.614 -8.113
H54 0.660 0.003 -8.375
H55 0.331 -1.390 -7.365
H56 0.184 -2.250 -9.747
H57 1.636 -2.777 -9.270
H58 1.771 -2.469 -11.873
H59 1.956 -0.662 -12.331
H60 0.429 -1.499 -12.033
C25 0.246 -5.663 -2.891
O9 1.201 -5.428 -1.874
C26 2.551 -5.253 -2.262
C27 3.543 -4.857 -1.131
N5 4.854 -4.611 -1.702
C28 5.683 -4.021 -0.655
C29 6.958 -3.350 -1.158
O10 6.700 -2.203 -1.954
C30 7.849 -1.391 -2.223
H61 0.279 -4.953 -3.718
H62 -0.736 -5.478 -2.457
H63 0.367 -6.710 -3.167
H64 2.510 -4.494 -3.043
H65 2.863 -6.198 -2.705
H66 3.534 -5.563 -0.301
H67 3.006 -3.977 -0.778
H68 4.743 -3.974 -2.479
H69 5.948 -4.756 0.105
H70 5.179 -3.285 -0.029
H71 7.540 -4.113 -1.676
H72 7.580 -3.012 -0.329
H73 8.199 -1.083 -1.238
H74 7.716 -0.533 -2.882
H75 8.691 -2.014 -2.524
C31 -2.989 7.682 10.524
O11 -2.554 7.488 9.207
C32 -1.302 6.814 9.142
C33 -0.938 6.490 7.697
N6 -1.839 5.444 7.136
C34 -1.439 5.039 5.791
C35 -2.379 3.970 5.236
O12 -3.486 4.590 4.486
C36 -4.340 3.695 3.792
H76 -3.937 8.219 10.551
H77 -2.350 8.320 11.134
H78 -3.154 6.707 10.983
H79 -1.452 5.880 9.683
H80 -0.547 7.435 9.626
H81 0.090 6.146 7.583
H82 -1.056 7.330 7.013
H83 -2.782 5.804 7.175
H84 -0.446 4.596 5.867
H85 -1.262 5.830 5.062
H86 -2.730 3.356 6.065
H87 -1.902 3.374 4.459
H88 -3.720 3.141 3.087
H89 -5.144 4.151 3.215
H90 -4.613 2.963 4.552
C37 9.714 0.260 2.522
O13 8.441 0.027 1.859
C38 7.963 -1.295 1.992
C39 6.543 -1.436 1.552
N7 5.709 -0.683 2.421
C40 4.343 -0.460 1.908
C41 3.277 0.071 2.923
O14 3.179 1.505 2.982
C42 4.396 2.195 3.379
H91 10.030 1.252 2.197
H92 10.454 -0.508 2.295
H93 9.645 0.185 3.607
H94 8.042 -1.770 2.970
H95 8.549 -1.955 1.352
H96 6.227 -2.474 1.646
H97 6.486 -0.955 0.575
H98 6.211 0.190 2.505
H99 4.031 -1.319 1.314
H100 4.498 0.322 1.165
H101 3.519 -0.204 3.950
H102 2.334 -0.430 2.703
H103 5.158 2.315 2.609
H104 4.795 1.748 4.290
H105 4.034 3.170 3.703
C43 -2.789 6.766 2.148
O15 -1.634 7.110 1.405
C44 -0.456 6.801 2.084
C45 -0.083 5.292 2.298
N8 0.599 4.767 1.094
C46 1.148 3.382 1.212
C47 1.922 3.064 -0.115
O16 1.067 2.886 -1.260
C48 1.779 2.601 -2.481
H106 -2.914 5.683 2.125
H107 -3.654 7.162 1.616
H108 -2.857 7.121 3.177
H109 -0.596 7.251 3.066
H110 0.316 7.277 1.478
H111 -1.003 4.724 2.441
H112 0.475 5.178 3.227
H113 -0.027 4.793 0.302
H114 0.295 2.705 1.265
H115 1.809 3.334 2.077
H116 2.485 2.141 0.020
H117 2.651 3.853 -0.301
H118 0.986 2.447 -3.213
H119 2.406 1.709 -2.474
H120 2.330 3.498 -2.766
C49 -2.781 3.224 -0.475
O17 -3.160 1.988 -0.977
C50 -3.415 0.934 0.002
C51 -2.119 0.379 0.479
N9 -1.282 -0.116 -0.637
C52 0.051 -0.346 -0.153
C53 0.948 -1.041 -1.192
O18 2.323 -0.894 -0.857
C54 3.193 -1.246 -1.903
H121 -2.776 3.938 -1.298
H122 -1.817 3.280 0.030
H123 -3.458 3.520 0.327
H124 -4.095 0.196 -0.424
H125 -4.056 1.288 0.809
H126 -2.355 -0.379 1.226
H127 -1.582 1.184 0.981
H128 -1.325 0.595 -1.353
H129 -0.048 -0.910 0.774
H130 0.417 0.638 0.142
H131 0.745 -0.570 -2.154
H132 0.592 -2.068 -1.280
H133 3.157 -0.492 -2.689
H134 2.939 -2.188 -2.388
H135 4.212 -1.326 -1.522
C55 -7.656 -0.914 -2.648
C56 -6.282 -1.240 -1.945
C57 -6.490 -1.676 -0.520
O19 -5.590 -2.168 -2.726
H136 -8.350 -1.750 -2.555
H137 -7.556 -0.817 -3.729
H138 -8.183 -0.094 -2.161
H139 -5.627 -0.374 -2.039
H140 -5.556 -2.095 -0.144
H141 -7.200 -2.500 -0.451
H142 -6.833 -0.819 0.059
H143 -4.753 -2.376 -2.303
C58 -2.970 -3.629 0.680
C59 -2.647 -3.592 -0.830
C60 -3.376 -4.676 -1.666
O20 -3.013 -2.367 -1.410
H144 -2.591 -4.532 1.159
H145 -4.047 -3.690 0.840
H146 -2.577 -2.730 1.154
H147 -1.571 -3.651 -0.992
H148 -2.972 -4.709 -2.678
H149 -4.450 -4.552 -1.802
H150 -3.149 -5.643 -1.217
H151 -2.396 -1.670 -1.176

Output
ΔE to the lowest compared entry with this formula, charge and spin, eV: 0.000
SMILES: COCCNCCOC.COCCNCCOC.COCCNCCOC.COCCNCCOC.COCCNCCOC.COCCNCCOC.COCCNCCOC.COCCNCCOC.COCCNCCOC.CC(C)O.CC(C)O
Largest force on an atom, eV/Å: 2.72

Atom charges from the Mulliken analysis, given in e for atoms 1 to 99:
1. C -0.472
2. O -0.171
3. C -0.024
4. C -1.245
5. N 0.745
6. C -1.341
7. C 0.560
8. O -0.390
9. C -0.608
10. H 0.320
11. H -0.154
12. H 0.464
13. H 0.507
14. H 0.017
15. H 0.405
16. H 0.464
17. H -0.528
18. H 0.345
19. H 0.477
20. H 0.520
21. H -0.547
22. H 0.418
23. H 0.092
24. H 0.277
25. C -0.920
26. O -0.143
27. C -1.142
28. C 0.801
29. N -0.353
30. C 1.015
31. C -0.816
32. O -0.353
33. C 0.262
34. H 0.354
35. H 0.325
36. H 0.267
37. H 0.445
38. H 0.459
39. H 0.175
40. H -0.533
41. H 0.273
42. H 0.219
43. H -0.868
44. H 0.262
45. H 0.134
46. H -0.253
47. H 0.500
48. H -0.296
49. C -0.826
50. O -0.405
51. C 0.667
52. C -0.148
53. N 1.289
54. C -0.609
55. C -0.739
56. O -0.267
57. C -0.838
58. H 0.322
59. H 0.280
60. H 0.314
61. H -0.212
62. H -0.004
63. H 0.372
64. H -0.650
65. H -0.537
66. H 0.501
67. H 0.292
68. H 0.068
69. H 0.497
70. H 0.345
71. H 0.287
72. H 0.270
73. C -0.701
74. O -0.240
75. C -0.378
76. C -0.415
77. N -0.325
78. C -0.126
79. C -0.912
80. O -0.284
81. C -0.792
82. H 0.270
83. H 0.441
84. H 0.150
85. H 0.190
86. H 0.421
87. H 0.347
88. H 0.066
89. H 0.315
90. H 0.266
91. H 0.089
92. H 0.496
93. H 0.378
94. H 0.323
95. H 0.240
96. H 0.318
97. C -0.751
98. O -0.039
99. C -1.069